1.
ORCA calculation (the ωB97M-V functional and the def2-TZVPD basis) on a molecular structure, C31H35N8PtS2.

Atoms and positions in Å:
Pt: 1.4760 -1.4260 -1.9763
C: 6.2373 -0.9837 -0.5493
N: 5.2744 0.0884 -0.7590
C: 5.3451 1.3645 -0.2298
C: 4.2530 2.0286 -0.6313
N: 3.5022 1.1537 -1.4206
C: 4.1484 -0.0500 -1.4782
S: 3.7192 -1.4976 -2.2557
C: 2.3912 1.5615 -2.1988
C: 2.3089 2.8873 -2.6069
C: 1.2624 3.2718 -3.4211
C: 0.3480 2.3141 -3.8365
C: 0.5038 1.0236 -3.3834
N: 1.4870 0.6518 -2.5452
H: 7.0089 -0.6222 0.1238
H: 6.6863 -1.2759 -1.4963
H: 5.7329 -1.8436 -0.1120
H: 6.1552 1.6755 0.4045
H: 3.9317 3.0244 -0.3929
H: 3.0744 3.5994 -2.3394
H: 1.1832 4.2985 -3.7509
H: -0.4680 2.5565 -4.5014
H: -0.1723 0.2325 -3.6780
C: -3.9050 3.4313 0.1947
C: -2.6897 2.8142 -0.5007
C: -2.7105 3.2497 -1.9724
C: -1.4297 3.3613 0.1860
C: -2.6903 1.2845 -0.4361
C: -3.7669 0.5639 0.0987
C: -3.7412 -0.8156 0.1771
C: -2.6243 -1.4832 -0.3004
S: -2.3023 -3.1835 -0.2612
C: -0.7918 -2.8904 -1.0185
N: -0.5395 -1.6406 -1.3357
C: -1.5563 -0.7993 -0.8834
C: -1.5976 0.5882 -0.9323
C: 0.1900 -3.9167 -1.2807
C: -0.0542 -5.2781 -1.1113
C: 0.9321 -6.1860 -1.4378
C: 2.1397 -5.7225 -1.9491
C: 2.3759 -4.3640 -2.1101
C: 1.4111 -3.4213 -1.7566
H: -3.8423 4.5185 0.1294
H: -3.9448 3.1638 1.2525
H: -4.8408 3.1289 -0.2768
H: -2.6442 4.3370 -2.0485
H: -3.6363 2.9286 -2.4523
H: -1.8797 2.8141 -2.5302
H: -1.3855 4.4472 0.0812
H: -0.5129 2.9471 -0.2384
H: -1.4460 3.1251 1.2526
H: -4.6308 1.0841 0.4839
H: -4.5651 -1.3636 0.6137
H: -0.7547 1.1348 -1.3275
H: -1.0099 -5.6274 -0.7373
H: 0.7606 -7.2462 -1.3121
H: 2.9087 -6.4301 -2.2323
H: 3.3310 -4.0645 -2.5217
C: -2.7646 -1.5923 4.1589
C: -2.0242 -0.3857 4.7219
C: -2.4180 0.9093 4.0238
C: -0.5143 -0.5902 4.6892
N: 0.0537 -0.7285 3.3453
C: 0.4569 0.1901 2.4577
N: 0.8783 -0.4102 1.3659
N: 0.6940 -1.7292 1.6071
N: 0.2119 -1.9287 2.7776
H: -3.8426 -1.4501 4.2454
H: -2.4969 -2.5071 4.6892
H: -2.5265 -1.7372 3.1052
H: -2.2753 -0.2867 5.7825
H: -2.2322 0.8478 2.9528
H: -1.8655 1.7627 4.4267
H: -3.4815 1.1095 4.1572
H: -0.2321 -1.5004 5.2155
H: -0.0136 0.2539 5.1643
H: 0.4464 1.2506 2.6417

Forces on the atoms, in the same order (eV/Å):
Pt -0.5 -0.5 0.0
C 0.0 0.0 0.0
N 0.0 0.0 0.0
C 0.0 0.0 0.0
C 0.0 0.0 0.0
N 0.0 0.0 0.1
C 0.0 0.0 0.1
S 0.2 0.2 -0.2
C 0.1 0.0 -0.1
C 0.1 0.1 -0.1
C 0.0 -0.1 0.0
C 0.1 0.0 0.0
C 0.1 -0.1 0.0
N -0.1 0.1 0.1
H 0.0 0.0 0.0
H 0.0 0.0 0.0
H 0.0 0.0 0.0
H 0.0 0.0 0.0
H -0.1 0.0 0.0
H 0.0 0.0 0.0
H 0.0 0.0 0.0
H 0.0 0.0 0.0
H 0.0 0.0 0.0
C 0.0 0.0 0.0
C 0.0 0.0 0.0
C 0.0 0.0 0.0
C 0.0 0.0 0.0
C -0.1 0.0 0.0
C 0.0 0.0 0.1
C 0.0 0.0 0.0
C -0.1 -0.1 0.0
S 0.0 0.0 0.0
C 0.0 -0.2 0.0
N 0.3 -0.1 0.2
C 0.0 0.1 -0.1
C 0.1 0.1 0.0
C 0.0 0.0 -0.1
C 0.0 0.1 0.0
C 0.1 0.0 0.0
C 0.0 0.0 0.0
C 0.0 0.0 0.1
C 0.1 0.1 -0.1
H 0.0 0.0 0.0
H 0.0 0.0 0.0
H 0.0 0.0 0.0
H 0.0 0.0 0.0
H 0.0 0.0 0.0
H 0.0 0.0 0.1
H 0.0 0.0 0.0
H 0.0 0.0 0.0
H 0.0 0.0 0.0
H 0.0 0.0 0.0
H 0.0 0.0 0.0
H 0.0 -0.1 0.0
H 0.0 0.0 0.0
H 0.0 0.0 0.0
H 0.0 0.0 0.0
H 0.0 0.0 0.0
C -0.1 0.0 0.0
C 0.0 0.0 -0.1
C -0.1 0.1 0.1
C 0.3 0.0 0.0
N -0.2 0.2 -0.1
C 0.1 0.1 0.0
N -0.3 0.1 0.4
N 0.1 -0.2 -0.2
N 0.0 0.0 -0.1
H 0.0 0.0 0.0
H 0.0 0.0 0.0
H 0.0 0.0 -0.1
H 0.0 0.0 0.0
H 0.0 0.0 -0.2
H 0.0 0.0 0.0
H 0.0 0.0 0.0
H 0.0 0.0 0.0
H 0.1 0.0 0.0
H 0.0 0.0 0.0

Results
Highest occupied orbital energy, eV: -10.35
Orbital gap, eV: 7.6
Total charge: +1
LUMO, eV: -2.73

2.
ORCA calculation (the ωB97M-V functional and the def2-TZVPD basis) on C15H15N3O3 in the gas phase in a non-equilibrium geometry.

Atoms and positions in Å:
O: 1.0195 -0.1445 7.0865
O: 2.8508 -1.0082 7.8697
C: 0.9605 -1.3742 2.2610
C: 0.2554 -1.1727 1.3042
N: -0.4480 0.8713 -1.6359
O: -0.3537 0.5858 -0.2254
C: 3.8945 -2.6334 4.2608
C: 3.0699 -2.3805 3.1319
C: 3.4995 -2.1506 5.5230
C: 1.5591 -1.1624 4.5965
C: 1.8753 -1.6832 3.3370
C: 2.3293 -1.4218 5.7192
C: -1.2118 1.9932 -1.9675
N: -2.5805 3.8364 -2.0573
N: 2.0334 -0.8165 6.9697
C: -0.5023 -0.8051 0.0897
C: -1.7086 3.0985 -1.0734
C: -3.8204 3.0929 -2.3229
C: -1.8630 3.7013 -3.3326
C: -3.3631 1.9014 -3.2052
C: -1.8852 2.1751 -3.3022
H: 4.8106 -3.1870 4.1009
H: 3.3561 -2.7106 2.1530
H: 4.1274 -2.3664 6.3862
H: 0.7256 -0.5508 4.7047
H: -1.5609 -1.0203 0.1917
H: -0.1275 -1.4474 -0.7277
H: -2.2856 2.6916 -0.2120
H: -0.8734 3.6932 -0.6999
H: -4.3139 2.7698 -1.4129
H: -4.5235 3.6953 -2.8608
H: -0.8678 4.1288 -3.2684
H: -2.3487 4.1740 -4.1724
H: -3.5271 0.9237 -2.7881
H: -3.8609 1.9496 -4.1932
H: -1.3588 1.6632 -4.1139

Forces on the atoms, in the same order (eV/Å):
O 0.5 -0.4 -0.2
O -0.7 0.2 -0.5
C 0.2 -0.3 -0.5
C 0.1 0.7 -0.1
N -3.8 2.4 -1.5
O 0.4 1.6 -0.1
C -1.5 0.8 -0.5
C 0.2 0.0 1.8
C 1.0 -0.8 0.2
C 0.8 -0.8 0.3
C -0.2 0.5 0.0
C 0.9 -0.6 -2.9
C 2.7 -5.5 2.8
N -0.3 1.7 1.2
N 0.1 0.4 1.9
C 0.5 -0.3 -0.8
C -1.2 -0.6 -0.7
C 0.5 -0.8 0.4
C 0.4 -0.2 0.6
C -0.6 -0.1 -0.2
C 2.5 0.0 -1.6
H 0.0 0.1 0.3
H 0.0 -0.1 -0.3
H -0.1 0.1 -0.2
H -1.4 0.9 0.1
H -0.2 -0.1 0.2
H -0.1 0.4 0.1
H 0.3 0.4 -0.5
H -0.2 0.2 -0.1
H 0.1 0.1 0.3
H -0.3 0.6 -0.3
H 0.2 0.0 0.1
H -0.5 0.0 -0.1
H -0.4 -0.4 0.3
H 0.5 -0.1 0.4
H -0.2 0.0 0.1

Results
Highest occupied orbital energy, eV: -8.92
SMILES string: O=[N+]([O-])c1cccc(C#CCO/N=C2\CN3CC[C@H]2C3)c1
Orbital gap, eV: 8.1
LUMO, eV: -0.80

3.
ORCA calculation (the ωB97M-V functional and the def2-TZVPD basis) on 4 unconnected molecules or ions with the total composition C3H11N2O3 in a non-equilibrium geometry.

Atoms and positions in Å:
C: 0.9503 0.5767 1.4826
C: 2.1609 0.4323 0.9000
N: 1.9483 0.0602 -0.3987
C: 0.6310 0.0069 -0.6242
N: 0.0093 0.3341 0.4973
H: 0.6727 0.9342 2.4570
H: 3.1838 0.4037 1.2421
H: 2.6640 -0.1019 -1.1206
H: 0.2724 -0.2919 -1.5926
H: -1.0214 0.2290 0.6782
H: -3.2893 -0.0863 0.7343
H: -2.8270 1.2382 1.4757
O: -2.5552 0.5343 0.8686
H: -5.4137 -1.3235 0.9350
H: -5.3651 -0.5915 -0.4307
O: -4.8209 -0.8386 0.3360
H: 4.8362 0.0053 -2.2558
H: 3.9887 -1.1052 -2.9099
O: 3.9747 -0.4159 -2.2743

Forces on the atoms, in the same order (eV/Å):
C -0.2 0.4 -0.4
C 0.9 -0.6 -0.1
N -0.8 0.1 -0.3
C 1.1 0.0 0.0
N 0.0 -0.6 0.1
H 0.0 -0.2 0.1
H -0.3 0.4 0.4
H 0.1 -0.1 0.2
H -0.6 0.1 0.2
H 0.1 0.6 -0.2
H -0.5 0.1 0.1
H -0.1 -0.4 -0.3
O 0.4 0.3 0.3
H 0.3 0.2 -0.3
H 0.3 -0.1 0.4
O -0.6 -0.2 -0.1
H 0.2 0.0 -0.2
H 0.2 -1.0 -1.0
O -0.4 1.0 1.1

Results
Highest occupied orbital energy, eV: -13.61
Orbital gap, eV: 11.3
Total charge: +1
LUMO, eV: -2.33

4.
ORCA calculation (the ωB97M-V functional and the def2-TZVPD basis) on C4H7N3 in the gas phase.

Atoms and positions in Å:
N: 0.6573 -0.5045 2.3351
C: 0.2418 -0.4008 0.9954
C: 0.7630 0.3488 -0.0269
C: -0.1837 0.3430 -1.0948
N: -0.0255 1.0649 -2.3082
C: -1.2106 -0.4883 -0.7227
N: -0.9413 -0.9323 0.5675
H: 0.9211 -1.4394 2.6237
H: 1.4422 0.1174 2.4875
H: 1.7503 0.7897 -0.0640
H: -0.6357 1.8754 -2.3575
H: 0.9257 1.4133 -2.3643
H: -2.0858 -0.8350 -1.2539
H: -1.6189 -1.3523 1.1830

Forces on the atoms, in the same order (eV/Å):
N 0.2 -0.1 0.0
C -0.1 0.0 -0.2
C 0.1 0.0 0.0
C -0.1 -0.2 0.1
N 0.1 0.0 -0.1
C 0.0 0.2 -0.1
N 0.1 0.1 0.2
H 0.0 0.0 -0.1
H -0.1 -0.1 0.1
H -0.2 0.2 0.2
H 0.0 -0.2 0.0
H -0.1 -0.1 -0.1
H 0.1 0.2 0.1
H 0.1 0.1 -0.1

Results
Highest occupied orbital energy, eV: -7.35
SMILES string: Nc1c[nH]c(N)c1
Orbital gap, eV: 8.4
LUMO, eV: 1.03

5.
ORCA calculation (the ωB97M-V functional and the def2-TZVPD basis) on a molecular structure, C30H35F3N3O3PRe in a non-equilibrium geometry.

Atoms and positions in Å:
Re: -0.2136 0.6557 0.1219
C: 1.5235 -1.6320 3.3527
C: 1.2511 -0.7432 2.1905
N: 0.1794 -0.7793 1.4739
N: -0.8573 -1.6234 1.7943
C: -1.8666 -1.3904 1.0494
O: -1.7197 -0.4232 0.0940
C: -3.1440 -2.0787 1.1127
C: -4.1681 -1.7788 0.2099
C: -5.3685 -2.4631 0.2869
C: -5.5493 -3.4406 1.2590
C: -4.5369 -3.7337 2.1639
C: -3.3336 -3.0571 2.0968
C: 2.1806 0.2888 1.7461
C: 3.4242 0.4864 2.3334
C: 4.2522 1.4827 1.8485
C: 3.8104 2.2593 0.7855
C: 2.5735 2.0153 0.2311
N: 1.7524 1.0566 0.6942
H: 0.6973 -2.3148 3.5211
H: 1.6896 -1.0357 4.2509
H: 2.4343 -2.2038 3.1670
H: -4.0312 -1.0124 -0.5348
H: -6.1657 -2.2362 -0.4030
H: -6.4872 -3.9732 1.3160
H: -4.6908 -4.4883 2.9201
H: -2.5416 -3.2785 2.7977
H: 3.7332 -0.1382 3.1550
H: 5.2219 1.6526 2.2910
H: 4.4156 3.0558 0.3795
H: 2.2082 2.5979 -0.6008
C: -1.9307 1.0477 -3.0252
C: -1.0194 -0.1503 -3.3251
C: -0.5386 -0.0290 -4.7759
C: -1.8640 -1.4128 -3.1791
P: 0.4403 -0.1106 -2.1485
C: 1.5247 1.1921 -2.8273
C: 1.1099 2.5237 -2.7285
C: 1.8484 3.5442 -3.3073
C: 3.0200 3.2551 -3.9918
C: 3.4483 1.9406 -4.0887
C: 2.7091 0.9194 -3.5162
C: 1.3428 -1.7569 -2.0736
C: 1.5057 -2.4400 -3.4411
C: 0.5691 -2.7363 -1.1838
C: 2.7189 -1.5532 -1.4374
H: -2.7370 1.0394 -3.7566
H: -1.4249 2.0046 -3.1254
H: -2.3865 0.9853 -2.0375
H: -1.4182 -0.0553 -5.4176
H: 0.1135 -0.8437 -5.0796
H: -0.0255 0.9137 -4.9568
H: -2.7498 -1.2844 -3.7981
H: -2.2006 -1.5761 -2.1556
H: -1.3556 -2.3071 -3.5300
H: 0.1995 2.7919 -2.2108
H: 1.5012 4.5634 -3.2272
H: 3.5918 4.0470 -4.4518
H: 4.3577 1.7050 -4.6214
H: 3.0722 -0.0877 -3.6174
H: 0.5492 -2.7358 -3.8673
H: 2.0825 -3.3509 -3.2894
H: 2.0297 -1.8426 -4.1776
H: -0.4353 -2.9428 -1.5348
H: 0.5204 -2.4102 -0.1470
H: 1.1125 -3.6798 -1.1913
H: 3.3945 -0.9557 -2.0432
H: 3.1736 -2.5328 -1.3012
H: 2.6437 -1.0931 -0.4537
F: -3.4539 3.6206 0.9475
C: -2.2043 3.9323 1.2911
F: -1.8387 5.0368 0.6507
F: -2.1412 4.1326 2.5966
C: -1.2823 2.7730 0.8789
O: -0.7632 1.9943 1.7061
O: -1.0537 2.5588 -0.3467

Forces on the atoms, in the same order (eV/Å):
Re -0.7 1.1 0.1
C 0.0 0.1 -0.1
C 0.6 0.0 0.5
N -0.4 -0.4 -0.3
N 0.6 -0.4 0.8
C -0.6 0.1 -0.4
O -0.3 -0.6 -0.6
C 0.1 -0.1 0.1
C 0.0 -0.1 0.1
C 0.1 0.0 0.1
C 0.0 0.1 -0.1
C 0.1 0.1 0.0
C -0.1 0.0 0.0
C 0.2 0.1 0.0
C -0.2 0.0 -0.2
C -0.1 0.1 -0.1
C 0.1 -0.1 0.1
C -0.2 0.0 -0.1
N 0.3 -0.4 0.3
H 0.0 0.0 0.0
H 0.0 0.0 0.0
H 0.0 0.0 0.0
H 0.0 0.1 -0.1
H -0.1 0.0 -0.1
H -0.1 0.0 0.0
H 0.0 0.0 0.0
H 0.0 0.0 0.0
H 0.0 -0.1 0.1
H 0.1 0.0 0.0
H 0.0 0.0 0.0
H 0.0 0.0 0.0
C 0.1 0.0 0.1
C -0.1 0.1 -0.1
C 0.1 0.0 0.0
C 0.0 -0.2 0.2
P 0.1 0.0 0.2
C 0.1 -0.1 0.0
C -0.1 0.1 0.0
C 0.1 0.0 0.0
C 0.0 0.0 0.0
C 0.0 0.1 0.0
C -0.1 0.0 0.0
C 0.0 -0.1 -0.3
C -0.1 0.1 0.0
C 0.0 0.1 0.2
C 0.1 0.1 0.1
H -0.1 0.0 -0.1
H 0.0 0.0 0.0
H 0.0 0.0 0.0
H -0.1 0.0 -0.1
H 0.0 0.0 0.0
H 0.0 0.0 0.0
H -0.1 0.0 -0.1
H 0.0 0.0 0.0
H 0.0 0.0 0.0
H 0.0 0.0 0.0
H 0.0 0.1 0.0
H 0.0 0.1 0.0
H 0.1 0.0 0.0
H 0.0 0.0 -0.2
H 0.1 0.0 0.0
H 0.1 -0.1 0.0
H 0.1 0.1 -0.1
H -0.2 0.0 -0.1
H 0.0 0.0 -0.1
H 0.0 -0.1 0.0
H 0.0 -0.1 0.2
H 0.0 -0.1 0.0
H 0.0 0.0 0.1
F 0.1 -0.1 0.0
C -0.3 0.3 0.2
F 0.1 -0.1 0.0
F 0.0 -0.1 -0.1
C -0.1 0.5 -0.2
O 0.3 -0.3 0.6
O 0.2 0.1 -0.7

Results
<S²>: 0.7585
Highest occupied orbital energy (spin up / spin down), eV: -14.38 / -14.36
Orbital gap (spin up / spin down), eV: 6.2 / 6.4
Total charge: +2
LUMO (spin up / spin down), eV: -8.18 / -7.97
Spin multiplicity: 2

6.
ORCA calculation (the ωB97M-V functional and the def2-TZVPD basis) on a molecular structure, BaH18O9.

Atoms and positions in Å:
Ba: -0.1316 -0.1748 -0.0514
O: 1.9468 -2.8799 3.1220
H: 2.8747 -2.6484 3.0816
H: 1.9123 -3.6308 3.7145
O: 2.5019 2.4200 -2.6779
H: 2.1497 3.2311 -3.0444
H: 3.4041 2.3850 -2.9957
O: -2.0863 0.0028 3.9666
H: -3.0147 0.2361 3.9599
H: -2.0698 -0.9079 4.2606
O: -1.2558 4.4388 0.2549
H: -0.4243 4.9124 0.2783
H: -1.8456 4.9626 0.7972
O: -4.4264 0.9317 -0.8865
H: -4.8073 1.4158 -1.6191
H: -4.9365 1.2079 -0.1252
O: -0.8258 -1.5165 -4.2075
H: -1.0650 -1.0232 -4.9921
H: -0.3479 -2.2770 -4.5385
O: 2.7863 2.3991 2.0921
H: 2.8377 2.8539 2.9328
H: 3.5066 2.7635 1.5777
O: -2.8014 -3.9492 -0.2210
H: -2.8802 -4.6368 -0.8823
H: -3.6426 -3.9580 0.2358
O: 3.8817 -2.1071 -1.1540
H: 4.5706 -1.4936 -1.4094
H: 4.1888 -2.9574 -1.4688

Forces on the atoms, in the same order (eV/Å):
Ba 0.0 0.0 0.0
O -0.3 0.4 -0.4
H 0.3 0.0 0.0
H -0.1 -0.2 0.2
O -0.3 -0.3 0.4
H -0.1 0.3 -0.1
H 0.3 0.0 -0.1
O 0.4 0.1 -0.7
H -0.3 0.2 0.1
H 0.0 -0.3 0.3
O 0.1 -0.6 -0.1
H 0.2 0.2 0.0
H -0.2 0.2 0.1
O 0.6 -0.2 0.2
H -0.1 0.1 -0.3
H -0.2 0.1 0.2
O 0.1 0.2 0.6
H -0.1 0.2 -0.2
H 0.1 -0.3 -0.1
O -0.4 -0.4 -0.3
H 0.0 0.1 0.3
H 0.3 0.1 -0.1
O 0.4 0.5 0.1
H 0.0 -0.2 -0.2
H -0.3 0.0 0.1
O -0.5 0.3 0.2
H 0.3 0.1 -0.1
H 0.1 -0.3 -0.1

Results
Highest occupied orbital energy, eV: -16.68
Orbital gap, eV: 9.0
Total charge: +2
LUMO, eV: -7.68

7.
ORCA calculation (the ωB97M-V functional and the def2-TZVPD basis) on a molecular structure, C6H13NO in a non-equilibrium geometry.

Atoms and positions in Å:
C: -1.1141 -0.0525 0.1797
C: 0.8360 -0.3024 0.5756
C: -1.7851 -0.0379 1.5292
C: 0.5383 0.6918 -2.3511
C: 0.9528 -1.8128 0.7239
C: 0.3399 1.3314 -1.0314
O: -1.3340 0.9934 -0.5843
N: 0.7861 2.3730 -0.5450
H: -1.1625 -1.0163 -0.3450
H: 0.5406 2.6566 0.3931
H: 1.7630 0.0461 0.1162
H: 0.8200 0.2088 1.5417
H: -1.5730 0.8963 2.0506
H: -1.4911 -0.8845 2.1500
H: -2.8679 -0.0839 1.3685
H: 0.0538 -0.2813 -2.3967
H: 1.6092 0.5696 -2.5252
H: 0.1174 1.3455 -3.1171
H: 1.8951 -2.0975 1.2044
H: 0.1440 -2.2432 1.3196
H: 0.9316 -2.3002 -0.2567

Forces on the atoms, in the same order (eV/Å):
C 3.2 -2.0 0.8
C -1.9 -0.7 1.1
C 0.0 0.0 -0.2
C 0.4 -0.5 0.3
C 0.1 0.0 0.1
C -3.5 2.4 -0.4
O 2.2 1.9 -1.2
N 0.9 -1.5 0.0
H -0.4 -0.1 0.1
H -0.6 0.2 -0.2
H -0.5 0.2 -0.6
H 0.1 -0.1 0.2
H 0.1 0.0 0.0
H 0.0 0.0 -0.1
H 0.1 0.0 0.0
H 0.0 0.1 0.0
H -0.1 0.0 -0.1
H -0.1 0.0 0.2
H -0.1 0.0 0.0
H 0.0 0.0 0.0
H 0.0 0.0 0.1

Results
Highest occupied orbital energy, eV: -8.32
Orbital gap, eV: 9.1
LUMO, eV: 0.73

8.
ORCA calculation (the ωB97M-V functional and the def2-TZVPD basis) on 5 unconnected molecules or ions with the total composition C4H19NO4S2 in a non-equilibrium geometry.

Atoms and positions in Å:
N: 1.3291 -2.6607 -0.9883
C: 0.3842 -2.4548 0.0967
C: -0.1707 -1.0265 0.0905
S: -0.9550 -0.7469 -1.5303
S: -2.4190 0.6586 -1.1989
C: -1.5310 2.0878 -0.4441
C: -1.9512 2.2299 1.0091
H: 1.0286 -3.2388 -1.7571
H: 2.2651 -2.8956 -0.6892
H: 0.8844 -2.5557 1.0394
H: -0.4247 -3.1824 0.0656
H: 0.6568 -0.3310 0.1754
H: -0.9288 -0.9673 0.8632
H: -1.9197 2.9092 -1.0343
H: -0.4516 2.0071 -0.5337
H: -1.6217 1.4009 1.6346
H: -1.4916 3.0918 1.5034
H: -3.0171 2.4355 1.0672
H: -3.6113 -2.3683 -0.2878
H: -3.6791 -1.5444 0.9049
O: -3.4630 -2.4560 0.6678
H: 3.7976 -0.5941 -1.9157
H: 2.2601 -0.8631 -1.9683
O: 2.9475 -0.2905 -1.5835
H: 1.7799 2.1277 2.5833
H: 0.9821 1.4253 1.5108
O: 1.0165 1.5614 2.4616
H: 2.7698 1.4136 -0.9970
H: 3.1592 2.6379 -0.2107
O: 2.3745 2.1895 -0.5347

Forces on the atoms, in the same order (eV/Å):
N 0.5 0.2 -0.4
C -0.2 0.4 -0.4
C -0.4 -0.9 -0.6
S 0.0 0.2 -0.2
S 0.5 -0.2 0.3
C -0.6 -0.3 0.2
C 0.3 0.7 0.4
H -0.1 -0.2 0.3
H -0.2 -0.1 0.0
H 0.4 -0.3 0.6
H -0.1 0.0 0.0
H 0.0 0.2 0.3
H 0.0 0.4 0.2
H 0.3 0.4 0.0
H 0.0 -0.1 -0.4
H -0.4 -0.3 -0.2
H 0.2 0.1 -0.4
H -0.2 -0.5 0.2
H 0.2 -0.5 0.1
H 0.1 0.0 0.5
O -0.3 0.6 -0.6
H -0.1 -0.1 -0.1
H 0.1 0.0 0.4
O 0.2 0.1 -0.2
H 0.1 0.1 0.0
H 0.1 0.1 -0.2
O -0.2 -0.1 0.1
H -0.7 0.2 0.2
H -0.1 0.3 0.2
O 0.5 -0.5 -0.2

Results
Highest occupied orbital energy, eV: -8.11
SMILES string: CCSSCCN.O.O.O.O
Orbital gap, eV: 8.5
LUMO, eV: 0.38

Short version: calculated total energy = -69549.844 -26403.089 -12407.093 -8731.545 -61849.251 -19398.916 -9966.498 -35807.052 eV, in the order given.
Short version: ΔE to the lowest compared entry with this formula, charge and spin = 0.000 9.339 0.045 0.135 0.293 5.355 4.676 0.000 eV, in the order given.